Record 1
{
  "formula": "C14H18Cl4IN4O",
  "method": "ωB97M-V with the def2-TZVPD basis set",
  "elements": ["C", "C", "C", "C", "C", "N", "N", "N", "C", "O", "C", "N", "C", "C", "C", "C", "C", "C", "I", "H", "H", "H", "H", "H", "H", "H", "H", "H", "H", "H", "H", "H", "H", "H", "H", "H", "H", "C", "Cl", "Cl", "Cl", "Cl"],
  "coordinates": [[-0.8796, 0.5120, 2.3818], [-1.6127, 1.4930, 1.5703], [-2.2414, 0.9345, 0.1866], [-1.3072, -0.1302, -0.5658], [-1.6842, -1.6922, -0.6966], [-0.8802, -2.6830, -1.3401], [0.2579, -2.2715, -1.9079], [1.0272, -3.2937, -2.5189], [0.8562, -4.3350, -1.6724], [0.5521, -5.4722, -1.2210], [0.8621, -0.9473, -1.9920], [2.1442, -0.7427, -2.6901], [3.3363, -1.0564, -1.8333], [3.6634, 0.0717, -0.7192], [0.0767, 0.2632, -1.2859], [0.6768, 1.7540, -1.2775], [-0.2563, 2.8859, -1.9604], [-0.8443, 3.8784, -0.7992], [-1.7642, 2.1413, -3.3441], [0.1988, 0.7021, 2.7248], [-1.5066, -0.4316, 2.6726], [-1.7615, 2.5871, 1.9335], [-2.5935, 1.8168, -0.4579], [-3.2114, 0.3540, 0.4908], [-2.6768, -2.0001, -0.1934], [2.1941, -1.2629, -3.5830], [4.2550, -1.0719, -2.5538], [3.3158, -2.1109, -1.3505], [4.4279, -0.3557, 0.0429], [4.1067, 0.9892, -1.2507], [2.7473, 0.4147, -0.1114], [1.6935, 1.7136, -1.8422], [0.9554, 1.9856, -0.1671], [0.4599, 3.5585, -2.5895], [-0.4391, 3.5874, 0.2565], [-0.4932, 4.9704, -0.9827], [-1.9910, 3.8848, -0.7340], [-2.3331, -2.1287, 5.8770], [-1.6269, -3.7543, 5.7400], [-1.9980, -1.4707, 7.4935], [-1.6153, -1.0647, 4.6433], [-4.0905, -2.2225, 5.6272]],
  "forces_ev_per_a": [[-2.0, 2.1, -2.0], [1.8, -2.3, 1.2], [-1.5, -0.8, 1.6], [3.2, -1.9, -2.3], [2.2, 2.0, -0.6], [-2.1, 4.3, 1.8], [1.1, 3.7, -0.1], [-0.8, -3.4, 4.2], [-2.2, -6.0, -0.9], [2.8, 8.6, -2.9], [-2.1, 1.3, 1.3], [-1.9, -0.9, 1.5], [2.0, 0.0, 0.6], [0.0, -0.3, -0.1], [-1.7, -3.2, 0.4], [0.7, -1.4, -0.4], [1.5, 1.6, 1.5], [0.0, 0.4, 0.3], [0.6, 0.3, 0.4], [-2.3, 0.1, 0.7], [2.1, 1.2, -2.1], [1.1, -1.7, -1.5], [0.8, -1.6, 0.7], [1.5, 0.9, -0.8], [2.0, 0.1, -1.1], [-0.3, 0.3, 0.9], [-1.8, 0.0, 1.2], [-0.3, 1.7, -0.8], [-1.2, 0.8, -1.5], [-0.6, -1.4, 0.9], [1.3, -0.7, -1.0], [-1.9, -0.1, 0.9], [-0.8, -0.2, -2.0], [-1.4, -1.5, 0.9], [-0.7, 0.4, -2.0], [-0.7, -1.9, 0.1], [1.7, 0.0, -0.2], [-0.1, -0.2, 0.4], [-0.1, 0.3, 0.0], [-0.1, -0.1, -0.4], [-0.2, -0.5, 1.0], [0.4, 0.0, 0.0]],
  "e_homo_ev": -11.5,
  "e_tot_ev": -80989.875,
  "total_charge": 1,
  "homo_lumo_gap_ev": 6.497
}

Record 2
{
  "formula": "C3H10N2S2",
  "method": "ωB97M-V with the def2-TZVPD basis set",
  "elements": ["N", "C", "C", "N", "C", "S", "S", "H", "H", "H", "H", "H", "H", "H", "H", "H", "H"],
  "coordinates": [[1.2097, -2.7954, 1.9116], [0.8074, -2.3367, 0.6073], [0.4778, -0.8387, 0.5938], [-0.7072, -0.6536, 1.4258], [0.1908, -0.4025, -0.8477], [0.3827, 1.3376, -1.2401], [-1.4035, 2.1788, -0.6082], [2.0663, -3.3122, 1.9729], [0.5237, -3.0784, 2.5850], [1.6005, -2.5826, -0.0987], [-0.1084, -2.8470, 0.2599], [1.3798, -0.2988, 0.9159], [-0.4761, -0.8840, 2.3905], [-0.9470, 0.3333, 1.4713], [0.9456, -0.8794, -1.4670], [-0.7588, -0.8087, -1.2131], [-1.0089, 2.5822, 0.5929]],
  "forces_ev_per_a": [[0.4, 0.4, 0.4], [-0.7, -0.2, 0.0], [0.1, -0.2, -0.6], [0.2, 0.5, 0.5], [0.0, -0.7, 0.2], [-0.5, 0.3, 0.1], [0.2, -0.2, -0.5], [-0.1, -0.1, 0.0], [-0.2, -0.2, -0.2], [0.1, 0.2, -0.1], [0.2, 0.0, 0.0], [-0.1, 0.1, 0.2], [0.1, -0.2, -0.1], [-0.1, -0.1, -0.2], [0.3, 0.0, -0.3], [0.0, 0.3, 0.2], [0.1, 0.1, 0.4]],
  "de_lowest_kcal_mol": 2.3,
  "smiles": "NC[C@H](N)CSS",
  "e_homo_ev": -8.8,
  "e_tot_ev": -27923.847,
  "homo_lumo_gap_ev": 9.424
}

Record 3
{
  "formula": "C32H55NP2ScSi",
  "method": "ωB97M-V with the def2-TZVPD basis set",
  "elements": ["Sc", "C", "C", "C", "C", "C", "C", "H", "H", "H", "C", "H", "H", "H", "C", "H", "H", "H", "C", "H", "H", "H", "C", "H", "H", "H", "C", "C", "C", "C", "C", "C", "C", "C", "H", "H", "H", "H", "H", "H", "H", "H", "H", "H", "H", "H", "P", "C", "C", "P", "C", "C", "C", "H", "H", "H", "H", "H", "H", "H", "H", "H", "H", "H", "H", "H", "H", "C", "Si", "C", "C", "N", "C", "C", "C", "C", "C", "C", "H", "H", "H", "H", "H", "H", "H", "H", "H", "H", "H", "H", "H", "H"],
  "coordinates": [[0.1964, -1.0765, -1.0547], [-1.0287, 3.3401, 0.7704], [-1.9085, 2.3211, 1.2127], [-0.2263, 2.5278, 2.7645], [0.0032, 3.4795, 1.7338], [-1.4387, 1.8506, 2.4652], [-1.1364, 4.1099, -0.4865], [-2.0755, 3.8894, -1.0095], [-0.3018, 3.8820, -1.1682], [-1.1054, 5.1932, -0.2959], [1.1463, 4.4054, 1.6590], [1.0144, 5.1228, 0.8408], [2.0940, 3.8750, 1.4917], [1.2549, 4.9668, 2.5972], [0.7098, 2.2535, 3.8696], [1.0767, 3.1868, 4.3207], [1.5899, 1.6884, 3.5169], [0.2334, 1.6550, 4.6529], [-2.1161, 0.8417, 3.3112], [-2.9679, 1.2711, 3.8635], [-1.4291, 0.4134, 4.0471], [-2.5163, 0.0235, 2.6974], [-3.0871, 1.8070, 0.4816], [-4.0275, 2.3009, 0.7842], [-3.2144, 0.7276, 0.6516], [-2.9702, 1.9646, -0.6009], [0.5041, -1.4824, -3.1955], [-0.6907, -1.0914, -4.1293], [-2.1720, -1.3776, -3.8281], [-2.7076, -1.7857, -2.4435], [-1.9893, -1.3180, -1.1383], [-1.3170, -2.5625, -0.3810], [-0.0270, -3.2566, -1.0018], [0.2421, -2.9610, -2.4985], [-2.4742, -2.1829, -4.5256], [-2.8181, -2.8783, -2.4149], [-2.7609, -0.5080, -4.1547], [-0.5786, -3.4087, -3.0809], [1.4090, -1.7410, -3.7885], [-0.4918, -1.4669, -5.1460], [1.1416, -3.5205, -2.7974], [0.9019, -3.1835, -0.3926], [-2.0840, -3.3539, -0.4871], [-0.2230, -4.3335, -0.9657], [-3.7469, -1.4309, -2.3828], [-2.7907, -1.0487, -0.4298], [-0.1831, 0.7256, -4.2099], [0.9937, 1.6031, -5.2312], [-1.4174, 1.8285, -3.4889], [-1.8403, -2.7646, 1.6462], [0.7521, 0.0102, -2.8055], [-3.6154, -3.1694, 1.9438], [-1.0580, -4.3830, 1.8487], [2.0228, 1.3394, -4.9468], [0.8580, 2.6872, -5.0855], [0.8406, 1.3648, -6.2942], [-2.3084, 1.2997, -3.1104], [-1.7296, 2.5473, -4.2701], [-0.9431, 2.3838, -2.6565], [-0.8972, -4.9065, 0.8994], [-1.6594, -4.9913, 2.5343], [-0.0882, -4.1943, 2.3196], [1.8018, 0.3260, -2.7742], [-1.5042, -0.2793, -1.2885], [-3.8052, -2.8153, 2.9731], [-3.8190, -4.2497, 1.9082], [-4.2945, -2.6260, 1.2712], [2.2777, 2.1132, -0.8482], [2.9430, 0.5487, -0.0357], [4.1040, -0.4686, -1.0758], [3.8054, 1.3469, 1.4308], [1.6698, -0.5802, 0.4379], [1.7517, -1.0937, 1.7261], [0.6009, -1.0967, 2.5556], [0.7020, -1.3951, 3.9150], [1.9546, -1.6221, 4.4917], [3.0916, -1.6678, 3.6796], [2.9794, -1.4979, 2.3059], [2.7923, 2.9958, -0.4311], [1.2024, 2.2538, -0.6732], [2.4565, 2.1376, -1.9296], [5.0902, 0.0151, -1.0980], [4.2174, -1.4693, -0.6357], [3.7411, -0.5884, -2.1048], [3.1929, 2.1440, 1.8755], [4.0691, 0.6560, 2.2379], [4.7379, 1.8086, 1.0756], [-0.3530, -0.7758, 2.1048], [-0.2000, -1.4222, 4.5223], [2.0446, -1.7590, 5.5645], [4.0628, -1.8462, 4.1252], [3.8637, -1.6018, 1.6670]],
  "forces_ev_per_a": [[4.6, 3.2, 4.8], [0.7, -0.3, 0.8], [0.9, -0.2, -0.1], [-1.3, 0.0, -1.0], [-1.2, -0.9, -0.5], [1.2, 0.4, -0.1], [-0.1, 0.4, -0.3], [0.1, 0.1, 0.0], [0.0, 0.2, -0.2], [0.0, -0.2, -0.2], [0.4, 0.4, 0.1], [0.1, 0.0, 0.1], [0.0, 0.2, 0.0], [0.1, 0.0, -0.2], [0.4, 0.0, 0.5], [0.0, -0.2, 0.0], [-0.1, 0.1, 0.2], [0.2, 0.1, 0.0], [-0.4, -0.1, 0.3], [0.1, -0.2, 0.0], [-0.2, 0.0, -0.1], [0.0, -0.1, 0.1], [-0.6, 0.2, -0.1], [0.1, -0.3, -0.2], [-0.2, 0.0, 0.0], [-0.2, 0.0, 0.0], [0.5, -0.6, -3.5], [0.4, -0.4, -2.3], [-0.6, -0.1, -0.6], [-0.2, 0.0, 0.1], [-2.1, -0.6, 0.1], [-1.8, -1.3, 0.8], [-0.4, -1.1, 0.6], [0.4, -0.1, -0.7], [0.1, 0.4, 0.3], [0.2, 0.3, 0.1], [0.3, -0.2, 0.0], [0.2, 0.4, 0.2], [-0.9, -0.1, 0.0], [-0.2, -0.3, 0.4], [-0.3, 0.2, 0.4], [-0.3, 0.5, 0.0], [0.2, 0.6, -0.7], [0.1, 0.3, -0.1], [0.3, 0.1, -0.1], [0.3, 0.2, -0.2], [0.4, -1.0, 4.7], [0.1, 0.0, -1.3], [-0.3, 0.8, -0.8], [0.9, 1.5, 0.4], [-0.1, 0.8, 0.1], [-0.3, -0.6, -0.9], [0.4, -0.3, 0.1], [-0.5, -0.1, 0.0], [-0.1, -0.4, 0.0], [0.1, 0.3, 0.2], [0.5, 0.1, -0.2], [-0.1, -0.2, 0.5], [-0.1, -0.2, -0.3], [-0.2, -0.2, 0.4], [0.2, 0.0, -0.2], [0.0, -0.2, -0.1], [-0.2, -0.3, 0.4], [-1.0, -0.7, 0.3], [0.2, 0.0, -0.5], [-0.1, 0.3, -0.1], [0.1, -0.1, 0.3], [0.0, 0.1, -0.7], [-0.3, 0.8, 1.1], [0.5, 0.1, -0.2], [0.3, -0.4, 0.4], [-1.4, -0.4, -2.5], [-0.4, -0.3, 1.6], [0.5, 0.2, -0.5], [0.3, -0.1, -0.3], [-0.1, 0.0, -0.2], [-0.5, -0.2, 0.0], [-0.2, 0.1, -0.3], [-0.2, -0.4, -0.1], [0.1, -0.1, 0.1], [0.0, 0.1, 0.0], [-0.1, -0.2, -0.2], [0.0, 0.3, -0.1], [0.2, 0.0, 0.0], [0.0, -0.3, -0.2], [0.0, 0.2, -0.2], [-0.2, 0.0, 0.0], [0.8, 0.1, 0.5], [0.2, 0.1, 0.0], [0.0, 0.0, -0.1], [0.0, -0.1, -0.1], [-0.3, 0.2, 0.3]],
  "de_lowest_kcal_mol": 34.8,
  "e_homo_ev": [-6.9, -6.9],
  "e_tot_ev": -82709.540,
  "total_charge": 1,
  "homo_lumo_gap_ev": [3.240, 3.210]
}

Record 4
{
  "formula": "C2H4IN3",
  "method": "ωB97M-V with the def2-TZVPD basis set",
  "elements": ["H", "N", "C", "C", "I", "N", "N", "H", "H", "H"],
  "coordinates": [[1.9070, 2.3249, -0.2941], [1.3830, 1.7397, 0.2900], [0.5592, 0.9981, -0.2826], [-0.3827, -0.0328, 0.6070], [-2.3996, 0.5163, 0.1039], [0.0579, -1.3096, 0.1596], [-0.8402, -2.0466, -0.2437], [-0.3754, -2.9490, -0.5664], [0.1849, 0.7599, -1.3556], [-0.0942, -0.0009, 1.5818]],
  "forces_ev_per_a": [[0.9, 1.0, -1.3], [-1.1, -1.1, 0.8], [-2.6, -2.3, 0.3], [1.3, 1.8, -3.9], [0.2, 0.0, 0.5], [-0.8, -0.9, -0.3], [1.0, -1.4, -0.7], [-0.5, 1.0, 0.5], [1.3, 1.2, 1.1], [0.3, 0.7, 3.0]],
  "de_lowest_kcal_mol": 10.9,
  "smiles": "[H]/N=C/[C@@H](I)/N=N/[H]",
  "e_homo_ev": -9.4,
  "e_tot_ev": -14707.007,
  "homo_lumo_gap_ev": 9.817
}

Record 5
{
  "formula": "C15H21ClN2O4S",
  "method": "ωB97M-V with the def2-TZVPD basis set",
  "elements": ["C", "C", "O", "C", "O", "N", "C", "C", "C", "N", "S", "O", "O", "C", "C", "C", "C", "C", "C", "Cl", "C", "C", "C", "H", "H", "H", "H", "H", "H", "H", "H", "H", "H", "H", "H", "H", "H", "H", "H", "H", "H", "H", "H", "H"],
  "coordinates": [[2.5943, 2.6135, -1.0595], [3.6543, 1.5579, -1.3377], [3.1496, 0.2369, -1.1476], [3.0779, -0.1819, 0.1342], [3.4022, 0.4928, 1.0842], [2.6586, -1.4691, 0.2319], [2.0455, -2.1973, -0.8565], [0.5215, -2.1742, -0.7111], [0.1234, -2.7481, 0.6466], [-1.3176, -2.7536, 0.8029], [-2.3965, -1.7561, 0.0369], [-2.3416, -1.9881, -1.3736], [-3.6290, -1.9766, 0.7331], [-1.8772, -0.0622, 0.3455], [-1.7615, 0.4035, 1.6400], [-1.3719, 1.7153, 1.8548], [-1.1157, 2.5773, 0.7941], [-0.7043, 3.9945, 1.0228], [-1.2700, 2.0802, -0.5016], [-1.0125, 3.1211, -1.8536], [-1.6412, 0.7660, -0.7332], [0.8268, -1.9645, 1.7643], [2.3402, -1.9922, 1.5413], [2.2974, 2.5635, -0.0146], [3.0001, 3.5998, -1.2667], [1.7231, 2.4473, -1.6877], [3.9741, 1.5850, -2.3813], [4.5158, 1.7079, -0.6790], [2.3477, -1.7459, -1.7996], [2.4109, -3.2291, -0.8209], [0.0463, -2.7439, -1.5078], [0.1750, -1.1431, -0.7830], [0.4564, -3.7966, 0.6952], [-1.6401, -2.9773, 1.7298], [-1.9869, -0.2537, 2.4650], [-1.2686, 2.0837, 2.8644], [-0.5901, 4.1989, 2.0832], [0.2374, 4.1998, 0.5160], [-1.4509, 4.6720, 0.6101], [-1.7595, 0.3743, -1.7312], [0.5888, -2.4004, 2.7363], [0.4862, -0.9272, 1.7555], [2.8518, -1.3754, 2.2815], [2.7132, -3.0193, 1.6042]],
  "forces_ev_per_a": [[0.2, -0.4, 0.0], [0.1, 0.5, 0.1], [-0.2, -0.3, 0.0], [0.2, -0.1, -0.1], [0.1, 0.4, 0.2], [0.1, -0.1, -0.1], [-0.3, 0.1, -0.3], [0.4, -0.4, 0.0], [0.4, 0.3, -0.1], [-0.7, 0.4, -0.2], [0.0, -0.3, 0.4], [0.3, 0.2, 0.0], [0.0, 0.1, 0.2], [-0.2, -0.5, -0.2], [-0.1, 0.1, 0.1], [-0.1, -0.2, -0.1], [0.0, 0.0, -0.2], [0.0, 0.0, 0.0], [-0.1, -0.3, 0.3], [0.0, 0.1, -0.2], [0.0, 0.0, -0.1], [0.2, -0.2, -0.2], [-0.1, 0.2, 0.4], [0.0, 0.1, 0.1], [0.0, 0.1, 0.0], [-0.1, 0.0, -0.1], [0.0, 0.0, 0.1], [-0.1, -0.1, -0.2], [0.0, -0.2, 0.1], [0.0, 0.0, -0.1], [0.0, 0.0, -0.1], [0.1, 0.0, -0.1], [0.0, 0.1, 0.0], [-0.2, 0.0, 0.1], [0.0, 0.0, 0.2], [0.0, 0.0, 0.1], [0.0, 0.0, 0.1], [0.1, 0.1, 0.0], [0.0, 0.1, 0.0], [0.0, 0.1, -0.1], [0.0, 0.0, 0.1], [0.0, 0.0, 0.0], [0.0, -0.2, -0.1], [0.0, 0.0, 0.0]],
  "de_lowest_kcal_mol": 0.3,
  "smiles": "CCOC(=O)N1CCC(NS(=O)(=O)c2ccc(C)c(Cl)c2)CC1",
  "e_homo_ev": -9.4,
  "e_tot_ev": -50424.613,
  "homo_lumo_gap_ev": 9.940
}